Model one:
The following is a quantum chemistry calculation of one molecule with the formula C4H6O, from the OMol25 dataset.

## Properties
Lowest unoccupied orbital energy, eV: 1.17
Structure (SMILES): C1O[C@H]2C[C@@H]12
HOMO, eV: -9.5

Geometry as ORCA input:
```
! RIJCOSX wB97M-V def2-TZVPD def2/J DEFGRID3
* xyz 0 1
C 0.74 1.05 -0.29
C -0.63 0.42 0.02
C -0.65 -1.08 -0.40
O 0.72 -1.29 -0.14
C 0.56 0.12 0.83
H 0.98 2.11 -0.17
H 1.29 0.52 -1.06
H -1.54 0.95 0.27
H -1.05 -1.40 -1.37
H -1.23 -1.56 0.40
H 0.81 0.14 1.90
*
```

Mulliken population analysis, charges in e, atoms 1 to 6: -0.5063 -0.3682 -0.3057 -0.4800 -0.1010 0.2918

Model two:
The following is a quantum chemistry calculation of one molecule with the formula C4H6O, from the OMol25 dataset.

## Properties
Lowest unoccupied orbital energy, eV: 1.02
Structure (SMILES): C#CCOC
HOMO, eV: -10.0

Geometry as ORCA input:
```
! RIJCOSX wB97M-V def2-TZVPD def2/J DEFGRID3
* xyz 0 1
C 1.56 -0.29 0.88
O 0.51 0.63 0.68
C -0.12 0.56 -0.58
C -1.44 -0.12 -0.56
C -2.62 -0.38 -0.54
H 1.23 -1.33 0.75
H 1.93 -0.15 1.90
H 2.41 -0.11 0.20
H -0.35 1.60 -0.87
H 0.56 0.14 -1.34
H -3.68 -0.57 -0.51
*
```

Mulliken population analysis, charges in e, atoms 1 to 6: -0.6724 -0.3307 -0.4694 -0.3382 -0.0039 0.2989

Which structure is the least stable? The one labeled model one.

Model one:
The following is a quantum chemistry calculation of a 2-piece molecular cluster, C5H10N2O3S overall, from the OMol25 dataset.

## Properties
Lowest unoccupied orbital energy, eV: 0.39
HOMO, eV: -7.6

Geometry as ORCA input:
```
! RIJCOSX wB97M-V def2-TZVPD def2/J DEFGRID3
* xyz 0 1
C -1.35 1.13 -0.98
C -0.04 1.42 -1.19
C -0.17 -0.66 -0.54
C -2.60 -0.90 -0.22
C 2.11 0.17 -0.93
N -1.42 -0.19 -0.62
N 0.68 0.29 -0.97
O 0.85 1.33 1.56
O -0.07 -0.32 3.15
O 2.13 -0.85 1.99
S 0.55 -0.08 1.85
H -2.22 1.75 -1.06
H 0.43 2.35 -1.46
H 0.10 -1.69 -0.39
H -2.84 -0.68 0.82
H -3.44 -0.60 -0.86
H -2.43 -1.97 -0.32
H 2.44 -0.56 -1.67
H 2.56 1.14 -1.15
H 2.42 -0.15 0.06
H 2.32 -0.92 2.93
*
```

Mulliken population analysis, charges in e, atoms 1 to 6: -0.4086 -0.3670 -0.4578 -0.8404 -0.6260 0.2064

Model two:
The following is a quantum chemistry calculation of one molecule with the formula C5H10N2O3S, from the OMol25 dataset.

## Properties
Lowest unoccupied orbital energy (spin up / spin down), eV: 0.31 / -1.72
HOMO (spin up / spin down), eV: -9.2 / -8.4

Geometry as ORCA input:
```
! RIJCOSX wB97M-V def2-TZVPD def2/J DEFGRID3
* xyz 0 1
C 2.13 -0.52 0.25
C 0.09 1.91 -0.90
C 1.04 2.14 0.36
C 0.47 -2.80 -0.30
C -2.63 0.09 0.57
N 0.90 -0.59 0.82
N -0.83 0.85 -0.62
O 2.91 -1.36 -0.09
O 0.25 -1.82 0.80
O -1.74 1.14 0.34
S 2.58 1.28 0.04
H -0.46 2.72 -1.09
H 0.74 1.46 -1.72
H 1.27 3.19 0.32
H 0.61 1.63 1.22
H -0.20 -2.26 -1.00
H -0.05 -3.66 -0.01
H 1.41 -3.04 -0.81
H -3.64 0.55 0.30
H -2.61 -0.21 1.62
H -2.26 -0.73 -0.09
*
```

Mulliken population analysis, charges in e, atoms 1 to 6: 0.6000 -0.6294 -0.5517 -0.7049 -0.4336 -0.1115

Which structure is the least stable? The one labeled model two.

Model one:
The following is a quantum chemistry calculation of a 5-piece molecular cluster, H10O5 overall, from the OMol25 dataset.

## Properties
Lowest unoccupied orbital energy, eV: 0.43
Structure (SMILES): O.O.O.O.O
HOMO, eV: -10.9

Geometry as ORCA input:
```
! RIJCOSX wB97M-V def2-TZVPD def2/J DEFGRID3
* xyz 0 1
H 1.96 -0.40 -0.61
H 1.82 -1.88 -1.41
H 1.10 1.40 0.36
H 2.62 1.54 0.67
H -0.38 0.39 -0.92
H -1.44 1.22 -0.31
H -2.19 -0.25 0.62
H -2.86 -0.67 -0.66
H -0.28 -0.38 1.71
H 0.26 -0.97 0.34
O 1.37 -1.19 -0.81
O 1.90 0.90 0.66
O -0.56 1.30 -0.66
O -2.85 0.02 -0.02
O -0.47 -1.03 1.05
*
```

Mulliken population analysis, charges in e, atoms 1 to 6: 0.3895 0.2931 0.3944 0.2992 0.3321 0.3782

Model two:
The following is a quantum chemistry calculation of a 5-piece molecular cluster, H10O5 overall, from the OMol25 dataset.

## Properties
Lowest unoccupied orbital energy, eV: 0.42
Structure (SMILES): O.O.O.O.O
HOMO, eV: -10.7

Geometry as ORCA input:
```
! RIJCOSX wB97M-V def2-TZVPD def2/J DEFGRID3
* xyz 0 1
H 0.74 -1.56 0.27
H 0.93 -0.54 1.46
H 4.55 -1.97 -1.85
H 3.30 -2.97 -2.02
H -1.28 0.71 0.33
H -2.60 1.33 0.20
H 1.00 3.94 1.13
H 1.03 4.05 2.65
H -3.53 -2.19 -1.40
H -2.92 -0.68 -1.03
O 0.42 -1.25 1.17
O 3.53 -2.11 -1.70
O -2.23 0.54 0.52
O 0.49 3.93 1.95
O -3.42 -1.21 -1.67
*
```

Mulliken population analysis, charges in e, atoms 1 to 6: 0.3362 0.2990 0.3315 0.3198 0.3182 0.3234

Which structure is the least stable? The one labeled model two.

Model one:
The following is a quantum chemistry calculation of a 5-piece molecular cluster, H10O5 overall, from the OMol25 dataset.

## Properties
Lowest unoccupied orbital energy, eV: 0.38
Structure (SMILES): O.O.O.O.O
HOMO, eV: -10.5

Geometry as ORCA input:
```
! RIJCOSX wB97M-V def2-TZVPD def2/J DEFGRID3
* xyz 0 1
O 1.69 -2.14 -0.42
H 1.90 -2.02 -1.43
H 0.77 -2.20 -0.43
O -1.77 0.70 2.23
H -2.00 1.65 2.01
H -0.95 0.35 2.76
O -1.77 0.74 -2.28
H -1.47 0.60 -3.20
H -2.00 1.57 -2.49
O 2.43 0.39 1.18
H 1.86 -0.20 0.84
H 2.97 -0.23 1.77
O -0.16 0.10 -0.22
H -0.76 0.26 0.54
H -0.74 0.45 -0.86
*
```

Mulliken population analysis, charges in e, atoms 1 to 6: -0.6391 0.3215 0.3046 -0.7461 0.3377 0.3608

Model two:
The following is a quantum chemistry calculation of a 5-piece molecular cluster, H10O5 overall, from the OMol25 dataset.

## Properties
Lowest unoccupied orbital energy, eV: 0.31
Structure (SMILES): O.O.O.O.O
HOMO, eV: -11.4

Geometry as ORCA input:
```
! RIJCOSX wB97M-V def2-TZVPD def2/J DEFGRID3
* xyz 0 1
O 2.49 -0.88 -3.18
H 1.72 -1.44 -3.14
H 2.19 -0.08 -3.61
O -2.11 -0.38 5.20
H -1.21 -0.23 5.50
H -2.04 -0.36 4.25
O -1.65 0.04 0.90
H -1.26 0.91 0.92
H -1.87 -0.11 -0.02
O -2.55 -2.51 -4.66
H -2.92 -1.98 -5.38
H -3.07 -3.31 -4.66
O 4.26 3.73 2.41
H 4.41 3.51 3.33
H 3.60 3.10 2.12
*
```

Mulliken population analysis, charges in e, atoms 1 to 6: -0.6377 0.3219 0.3157 -0.6432 0.3138 0.3257

Which structure is the least stable? The one labeled model one.